Computed, not measured: an isolated molecule of C2H8OSi2 in a non-equilibrium geometry, with the ωB97M-V functional and the def2-TZVPD basis.

```
! wB97M-V def2-TZVPD RIJCOSX def2/J DEFGRID3
* xyz 0 1
C 2.173 0.271 0.544
C 0.996 -0.567 0.261
O 1.140 -1.604 -0.540
Si -0.694 -0.024 0.773
Si -1.994 -0.074 -1.100
H 1.842 1.288 0.733
H 2.764 0.397 -0.382
H 2.609 -0.283 1.383
H -0.583 1.335 1.388
H -1.284 -1.119 1.586
H -2.235 -1.121 -2.013
H -3.389 0.565 -0.744
H -1.345 0.936 -1.888
*
```

Output
SMILES = CC(=O)[SiH2][SiH3]
ΔE to the lowest compared entry with this formula, charge and spin = 260.8 kJ/mol
frontier orbital gap = 9.54 eV

=====

Computed, not measured: a cluster of 2 separate species, C2H8S in total in a non-equilibrium geometry, with the ωB97M-V functional and the def2-TZVPD basis.

```
! wB97M-V def2-TZVPD RIJCOSX def2/J DEFGRID3
* xyz 0 1
C 1.487 0.228 0.739
S 2.566 1.330 -0.188
H 1.158 -0.624 0.020
H 0.577 0.750 1.111
H 2.001 -0.193 1.668
H 2.598 0.578 -1.249
C -2.105 -0.430 -0.417
H -2.250 -0.863 -1.451
H -2.459 -1.036 0.450
H -0.991 -0.249 -0.298
H -2.582 0.509 -0.385
*
```

Output
SMILES = CS.C
ΔE to the lowest compared entry with this formula, charge and spin = 40.5 kJ/mol
frontier orbital gap = 10.00 eV

=====

Computed, not measured: a cluster of 2 separate species, C2H8S2 in total in a non-equilibrium geometry, with the ωB97M-V functional and the def2-TZVPD basis.

```
! wB97M-V def2-TZVPD RIJCOSX def2/J DEFGRID3
* xyz 0 1
C -1.554 2.360 -0.268
S -2.099 0.981 0.826
H -0.484 2.484 -0.119
H -2.085 3.256 0.010
H -1.708 2.078 -1.303
H -1.600 0.101 -0.002
C 1.120 -1.920 0.306
S 2.721 -2.435 -0.463
H 0.333 -2.425 -0.249
H 0.943 -0.855 0.398
H 1.121 -2.380 1.293
H 3.293 -1.245 -0.428
*
```

Output
SMILES = CS.CS
ΔE to the lowest compared entry with this formula, charge and spin = 49.8 kJ/mol
frontier orbital gap = 9.80 eV

=====

Computed, not measured: a cluster of 2 separate species, C2H8S2 in total in a non-equilibrium geometry, with the ωB97M-V functional and the def2-TZVPD basis.

```
! wB97M-V def2-TZVPD RIJCOSX def2/J DEFGRID3
* xyz 0 1
C 0.538 -1.250 0.544
C 0.789 -0.493 -0.682
S -0.942 0.031 -1.468
H 1.306 -2.041 0.737
H -0.444 -1.795 0.431
H 0.422 -0.688 1.441
H 1.424 0.414 -0.590
H 1.251 -1.129 -1.462
H -0.527 0.956 -2.472
S -0.844 2.475 1.131
H -1.766 1.988 0.262
H -1.205 1.533 2.127
*
```

Output
SMILES = CCS.S
ΔE to the lowest compared entry with this formula, charge and spin = 69.8 kJ/mol
frontier orbital gap = 9.60 eV

=====

Computed, not measured: a cluster of 2 separate species, C2H8S2Si in total in a non-equilibrium geometry, with the ωB97M-V functional and the def2-TZVPD basis.

```
! wB97M-V def2-TZVPD RIJCOSX def2/J DEFGRID3
* xyz 0 1
C -1.506 -1.277 -1.042
C -2.314 0.426 1.061
Si 2.675 0.292 0.438
S -1.293 1.530 0.182
S -2.494 -1.112 0.507
H -1.454 -0.307 -1.481
H -2.187 -1.927 -1.824
H -0.588 -1.630 -0.746
H 2.939 0.620 -0.923
H 3.181 1.543 1.176
H 3.220 -0.898 1.146
H 1.313 0.129 0.594
H -1.494 2.612 0.912
*
```

Output
ΔE to the lowest compared entry with this formula, charge and spin = 513.5 kJ/mol
frontier orbital gap = 8.97 eV

=====

Computed, not measured: a cluster of 2 separate species, C2H8S3 in total in a non-equilibrium geometry, with the ωB97M-V functional and the def2-TZVPD basis.

```
! wB97M-V def2-TZVPD RIJCOSX def2/J DEFGRID3
* xyz 0 1
C -0.006 -1.538 0.657
C 0.048 -0.563 1.829
S -1.193 0.780 1.511
H 0.209 -1.073 -0.310
H -1.038 -1.872 0.595
H 0.686 -2.382 0.695
H -0.347 -1.075 2.704
H 0.947 -0.050 2.146
H -0.517 1.308 0.451
S 1.312 1.260 -2.521
S -0.763 1.786 -2.495
H 1.604 2.079 -1.521
H -0.941 1.340 -3.740
*
```

Output
SMILES = CCS.SS
ΔE to the lowest compared entry with this formula, charge and spin = 50.3 kJ/mol
frontier orbital gap = 8.79 eV

=====

Computed, not measured: a cluster of 2 separate species, C2H8S3 in total in a non-equilibrium geometry, with the ωB97M-V functional and the def2-TZVPD basis.

```
! wB97M-V def2-TZVPD RIJCOSX def2/J DEFGRID3
* xyz 0 1
C 0.381 0.156 -0.307
S 2.088 -0.228 0.197
C 2.484 1.103 1.390
H 0.295 0.098 -1.393
H -0.027 1.101 0.034
H -0.185 -0.693 0.058
H 3.528 1.266 1.176
H 1.924 2.025 1.226
H 2.210 0.783 2.390
S -3.480 -0.610 -0.293
S -2.769 -2.398 -1.031
H -4.364 -0.424 -1.281
H -2.084 -2.179 -2.166
*
```

Output
SMILES = CSC.SS
ΔE to the lowest compared entry with this formula, charge and spin = 60.1 kJ/mol
frontier orbital gap = 8.53 eV

=====

Computed, not measured: a cluster of 2 separate species, C2H8S3 in total in a non-equilibrium geometry, with the ωB97M-V functional and the def2-TZVPD basis.

```
! wB97M-V def2-TZVPD RIJCOSX def2/J DEFGRID3
* xyz 0 1
C 0.658 1.743 -1.146
S -1.055 1.185 -0.957
C -1.073 0.635 0.801
H 0.868 1.765 -2.209
H 1.345 1.049 -0.686
H 0.776 2.738 -0.708
H -1.403 1.482 1.407
H -1.702 -0.246 0.807
H -0.035 0.480 1.064
S -0.420 -3.365 0.152
S 1.429 -2.535 0.667
H -0.410 -2.811 -1.059
H 1.023 -2.120 1.867
*
```

Output
SMILES = CSC.SS
ΔE to the lowest compared entry with this formula, charge and spin = 41.8 kJ/mol
frontier orbital gap = 8.64 eV

=====

no.,total energy (hartree)
1,-735.13180
2,-479.15021
3,-877.33974
4,-877.33213
5,-1166.71837
6,-1275.52766
7,-1275.52395
8,-1275.53091